(1)
The following is a DFT calculation (the ωB97M-V functional and the def2-TZVPD basis) of C26H52AgCl6F4N2O23S4 as an isolated structure.

XYZ file:
```
118
Properties=species:S:1:pos:R:3
Ag 0.9202 -2.0881 -0.7423
N 3.6943 -1.2672 -2.6191
S 4.5882 -2.3722 -3.4492
O 6.0134 -2.4744 -3.2444
O 4.0300 -2.2351 -4.8983
F 3.9781 -3.6356 -2.8352
S 4.6068 -0.1280 -1.6769
O 5.0950 0.7984 -2.4876
O 5.2202 -0.9001 -0.6058
F 3.3281 0.7349 -0.9392
N -0.4079 -0.1352 -0.2812
S -0.4079 0.9160 -1.3738
O -0.4547 2.1961 -0.8192
O -1.2765 0.6842 -2.4204
F 0.9124 0.7151 -2.0255
S -1.0214 0.0408 1.1524
O -2.4291 0.0534 1.1500
O -0.3442 1.0839 1.7968
F -0.6348 -1.4100 1.8964
C -1.4349 -0.7876 -6.3305
C -0.6498 -1.0179 -5.0394
O 0.0515 -2.2822 -5.2040
C 0.4554 -2.8851 -4.0570
O 0.6712 -2.3706 -2.9568
O 0.5616 -4.2201 -4.3139
C 1.0136 -5.0076 -3.2441
H -0.8515 -1.2949 -7.0846
H -1.4349 0.2421 -6.6633
H -2.4326 -1.1775 -6.2433
H -1.3233 -1.0065 -4.1794
H 0.0820 -0.2408 -4.8203
H 1.0831 -6.0737 -3.6358
H 0.2334 -4.9631 -2.4515
H 1.9644 -4.7483 -2.8250
C 5.3646 5.1251 -1.3344
C 5.6768 4.1428 -0.2126
O 4.3542 3.8814 0.4106
C 4.3067 2.9207 1.3706
O 5.2246 2.2250 1.7015
O 3.0108 2.6946 1.8173
C 2.0383 3.7334 1.5503
H 4.8201 5.9449 -0.8458
H 4.7404 4.7158 -2.1301
H 6.3252 5.5724 -1.6951
H 6.3426 4.5732 0.5098
H 6.0652 3.1666 -0.5267
H 1.1276 3.2191 1.7498
H 2.0199 4.0742 0.4882
H 2.0758 4.5777 2.2341
C -7.3948 3.9665 2.2386
C -6.0150 3.4635 2.5732
O -4.9618 4.5107 2.4194
C -3.6884 4.1787 2.5472
O -3.1819 3.1056 2.8912
O -2.8454 5.2437 2.2850
C -1.4874 4.9319 1.9668
H -8.0960 3.2643 2.6418
H -7.5164 4.2115 1.1900
H -7.6162 4.8708 2.7765
H -5.7064 2.6536 1.9418
H -5.8478 3.0564 3.5721
H -0.8480 5.7745 2.3919
H -1.3723 4.6988 0.8730
H -1.1247 4.1239 2.6082
C -0.5766 -6.2933 3.7378
C -0.2384 -5.0184 3.0308
O -1.3638 -4.5454 2.2315
C -1.2581 -4.1699 0.9628
O -0.2180 -4.0365 0.3273
O -2.4594 -3.7726 0.5536
C -2.3832 -3.3242 -0.8132
H -0.8868 -7.1467 3.1223
H -1.3437 -6.2473 4.5179
H 0.3441 -6.6174 4.2214
H 0.6184 -5.0708 2.3571
H -0.0746 -4.2007 3.7555
H -3.3884 -3.3599 -1.2175
H -1.8053 -3.9809 -1.4639
H -2.0504 -2.3014 -0.8709
C 3.0121 -0.2307 4.1188
C 3.1623 -0.6348 2.6613
O 3.3174 -2.0712 2.6367
C 3.0921 -2.6755 1.4597
O 2.7483 -2.1592 0.3883
O 3.3328 -3.9949 1.5852
C 3.0592 -4.7642 0.3938
H 2.1539 -0.7753 4.5441
H 2.6246 0.7697 4.1731
H 3.9475 -0.5044 4.6010
H 3.9486 -0.1121 2.1935
H 2.2353 -0.4510 2.1083
H 3.4777 -5.7744 0.4781
H 3.5669 -4.3240 -0.5227
H 1.9669 -4.8000 0.3293
Cl -5.1350 -0.1884 5.1819
C -3.7818 -0.2292 4.0507
C -2.5608 0.3138 4.6985
Cl -1.6330 -0.8321 5.7664
H -4.1036 0.4656 3.3357
H -3.6921 -1.1963 3.6405
H -2.8870 1.1348 5.3340
H -1.9790 0.7894 3.8732
Cl -5.2970 -1.2599 -2.8012
C -4.3726 -0.6614 -1.3420
C -5.0998 0.5010 -0.5767
Cl -6.0611 0.0018 0.8090
H -3.3636 -0.4384 -1.6246
H -4.4072 -1.5291 -0.6743
H -5.7954 0.9448 -1.2495
H -4.3847 1.2198 -0.2090
Cl -0.9339 4.5607 -3.7576
C 0.2463 3.3116 -4.1810
C 1.5178 3.4487 -3.4248
Cl 2.3693 4.9395 -3.7536
H 0.4085 3.4928 -5.2157
H -0.2484 2.3536 -4.1253
H 2.1899 2.5797 -3.5378
H 1.2535 3.5001 -2.3502
```

The gap between HOMO and LUMO (alpha / beta) comes out at 9.683 / 5.050 eV. The calculation puts the HOMO energy (alpha / beta) at -10.17 / -10.17 eV. The LUMO energy (alpha / beta) is -0.49 / -5.12 eV. For the molar mass, the calculation gives 1285.5 g mol⁻¹. As for the multiplicity: 2.

=====

(2)
The following is a DFT calculation (the ωB97M-V functional and the def2-TZVPD basis) of C26H52Cl2N3O5ScSi2 as an isolated structure.

XYZ file:
```
91
Properties=species:S:1:pos:R:3
C 5.9668 1.7357 1.3919
C 4.6325 2.3454 1.0391
H 6.5368 1.4495 0.4955
H 5.8213 0.8460 2.0206
H 6.5931 2.4423 1.9745
C 4.4887 3.6165 0.6319
C 5.6502 4.4984 0.3163
H 3.5059 4.0966 0.6248
H 6.0690 4.2786 -0.6789
H 6.4362 4.3993 1.0721
H 5.3416 5.5504 0.3435
Sc -1.3347 -1.1888 0.0802
Cl -0.7850 -3.0999 1.6067
C -2.8439 1.0882 1.5418
O -2.6689 0.5637 0.4139
N -3.2953 2.3213 1.7032
C -3.7299 3.0985 0.5432
C -3.7746 2.6810 3.0331
H -2.6328 0.5868 2.5002
H -3.5747 2.4986 -0.3594
H -3.1408 4.0265 0.4702
H -4.7925 3.3596 0.6502
H -3.0728 2.2545 3.7652
H -4.7716 2.2384 3.2172
H -3.8223 3.7663 3.1538
H -2.8792 -3.8157 -3.1463
H -2.2798 -6.2563 -0.7275
C -2.0259 -4.4926 -3.2932
C -1.5522 -6.1952 -1.5487
N -1.3846 -4.8291 -2.0256
H -1.3022 -4.0391 -3.9800
C -0.7607 -3.9269 -1.2592
O -0.6504 -2.7002 -1.4943
H -0.5988 -6.5845 -1.1767
H -0.3412 -4.3705 -0.3337
H -2.3790 -5.4414 -3.7146
H -1.8939 -6.8156 -2.3794
H 2.0623 1.4177 -2.5495
H 0.8695 4.0551 -2.0571
C 1.2901 1.6390 -3.2997
C 0.0057 3.6426 -2.6052
N 0.0951 2.1906 -2.6641
H 1.0453 0.7322 -3.8624
C -0.7579 1.4182 -1.9619
O -0.4767 0.2675 -1.5115
H -0.9181 3.9208 -2.0840
H -1.7490 1.8763 -1.8210
H 1.6886 2.4006 -3.9826
H 0.0142 4.0761 -3.6174
O 3.3549 0.6724 -0.1055
C 3.4388 1.4155 1.1300
C 1.4628 2.9038 0.5558
C 2.1229 2.1139 1.4924
H 1.8458 2.8946 -0.4752
C 0.4147 3.7440 0.9488
H 3.6255 0.6835 1.9307
C 1.6957 2.1585 2.8315
H -0.0533 4.3938 0.2041
C -0.0190 3.7907 2.2821
C 0.6398 2.9836 3.2135
H 2.2152 1.5357 3.5715
H -0.7989 4.4988 2.5818
H 0.3140 2.9913 4.2582
Si 3.8714 -0.6649 -0.7935
Cl -0.3418 -0.1621 1.8571
C 2.6778 -0.9756 -2.2216
C 3.5568 -2.0860 0.3705
C 5.6137 -0.4430 -1.3989
H 1.6767 -0.6120 -1.9466
H 2.5500 -2.0379 -2.4126
H 2.9778 -0.5144 -3.1596
H 5.7203 0.4877 -1.9824
H 5.8579 -1.2737 -2.0752
H 6.3567 -0.4417 -0.5934
H 2.9853 -1.7185 1.2300
H 4.4225 -2.6354 0.7425
H 2.8961 -2.7973 -0.1284
C -3.7271 -4.6075 1.1540
Si -4.1497 -2.7960 0.7308
C -5.8952 -2.8882 0.0023
C -4.3436 -1.8542 2.3713
O -3.1211 -2.0691 -0.2820
H -4.0123 -4.8352 2.1888
H -2.6543 -4.8214 1.0792
H -4.2729 -5.3102 0.5092
H -6.4899 -3.6053 0.5889
H -6.4061 -1.9175 0.0279
H -5.8791 -3.2112 -1.0479
H -3.3887 -1.5767 2.8345
H -4.9307 -0.9345 2.2406
H -4.8811 -2.5028 3.0693
```

The gap between HOMO and LUMO comes out at 8.085 eV. The calculation puts the HOMO energy at -7.80 eV. The LUMO energy is 0.29 eV. For the molar mass, the calculation gives 658.8 g mol⁻¹. As for the energy above the lowest of the compared OMol25 structures with the same formula, charge and spin: 0.000 eV.

=====

(3)
The following is a DFT calculation (the ωB97M-V functional and the def2-TZVPD basis) of C26H52CuO21S4 as an isolated structure.

XYZ file:
```
104
Properties=species:S:1:pos:R:3
Cu 0.4623 -1.0256 -0.0384
S -0.6002 1.2320 1.1116
O 0.6980 0.6156 1.3048
O -1.2245 0.2654 0.2281
O -1.3002 1.4812 2.3393
O -0.4785 2.5724 0.4897
C 2.4116 4.0695 4.0921
C 2.5847 5.2941 3.1930
C 1.1632 5.5127 2.6683
O 0.5092 4.2522 2.7503
C 1.3879 3.3094 3.2639
H 2.0555 4.3132 5.0930
H 3.3161 3.4664 4.1714
H 3.2618 5.0794 2.3662
H 3.0071 6.2070 3.6129
H 1.2796 5.9833 1.6920
H 0.6627 6.1986 3.3517
H 1.9127 2.8462 2.4284
H 0.8490 2.4567 3.6770
C 3.3719 -3.7607 1.2871
C 4.3459 -2.5889 1.3196
C 3.5939 -1.5417 0.5130
O 2.3096 -2.0763 0.1884
C 2.5049 -3.5209 0.0332
H 2.7953 -3.7660 2.2121
H 3.8474 -4.7406 1.2429
H 5.2897 -2.8862 0.8625
H 4.5901 -2.1508 2.2874
H 4.0739 -1.1973 -0.4030
H 3.4720 -0.7434 1.2451
H 3.0310 -3.8501 -0.8629
H 1.6269 -4.1630 0.1024
C 0.2875 0.8439 -3.7719
C 1.1961 -0.2738 -4.2314
C 2.0002 -0.7273 -3.0126
O 1.1309 -0.2956 -1.9206
C 0.5786 0.9856 -2.2612
H -0.7643 0.6413 -3.9740
H 0.5143 1.7083 -4.3959
H 1.8382 -0.0449 -5.0819
H 0.5351 -1.0946 -4.5100
H 2.9322 -0.1643 -2.9631
H 2.3249 -1.7664 -2.9578
H 1.3585 1.7186 -2.0545
H -0.2402 1.2328 -1.5855
C -1.4568 -4.2377 -2.6253
C -2.3722 -3.0763 -2.8639
C -1.9101 -2.1569 -1.6670
O -0.5156 -2.3258 -1.5190
C -0.1989 -3.5711 -2.2012
H -1.1969 -4.9400 -3.4173
H -1.8101 -4.7858 -1.7518
H -3.4484 -3.2476 -2.8381
H -2.1441 -2.6030 -3.8189
H -2.5712 -2.3390 -0.8197
H -2.1365 -1.1393 -1.9853
H 0.3228 -4.2120 -1.4905
H 0.4102 -3.2119 -3.0307
C -0.1862 -3.2437 3.5831
C -1.0781 -4.2392 2.9004
C -1.0056 -3.8051 1.4258
O -0.1501 -2.6583 1.3651
C -0.2649 -2.0264 2.6756
H 0.8290 -3.6405 3.5731
H -0.3748 -3.1072 4.6479
H -2.0811 -4.2266 3.3269
H -0.6772 -5.2274 3.1259
H -2.0101 -3.7289 1.0096
H -0.6982 -4.6234 0.7747
H -1.2236 -1.5251 2.8088
H 0.6129 -1.4274 2.9178
C -4.2977 0.4721 2.1958
C -4.1189 -0.9080 1.5144
O -3.8723 -1.8423 2.6106
S -3.8248 -1.1857 4.1487
O -2.5931 -1.5042 4.8571
O -5.0728 -1.3860 4.8786
O -3.7939 0.3487 3.5015
H -5.3135 0.8548 2.2942
H -3.7260 1.2752 1.7307
H -3.4114 -0.8838 0.6855
H -5.0950 -1.2358 1.1570
C -4.3968 2.9746 -2.7914
C -3.2402 2.2613 -1.9423
O -3.0705 1.1156 -2.7150
S -4.5511 0.4071 -3.1044
O -4.9064 -0.6164 -2.0741
O -4.5187 0.0313 -4.5234
O -5.2993 1.9064 -2.8097
H -4.1628 3.2073 -3.8302
H -4.8990 3.8224 -2.3254
H -3.6210 1.9901 -0.9576
H -2.3398 2.8614 -1.8113
C 2.5899 4.6911 -1.5479
C 3.1081 3.9966 -2.9156
O 3.7631 2.7535 -2.6324
S 4.1957 2.7509 -1.0352
O 5.6739 2.7445 -0.8807
O 3.4712 1.7166 -0.3017
O 3.6322 4.2913 -0.7290
H 1.6370 4.3433 -1.1491
H 2.6136 5.7806 -1.5725
H 3.8666 4.6016 -3.4123
H 2.4058 3.7821 -3.7210
```

The gap between HOMO and LUMO (alpha / beta) comes out at 8.073 / 6.522 eV. The calculation puts the HOMO energy (alpha / beta) at -7.96 / -7.93 eV. The LUMO energy (alpha / beta) is 0.11 / -1.41 eV. For the molar mass, the calculation gives 892.5 g mol⁻¹. As for the multiplicity: 2.

=====

(4)
The following is a DFT calculation (the ωB97M-V functional and the def2-TZVPD basis) of C26H52N5O4SSiTi as an isolated structure.

XYZ file:
```
90
Properties=species:S:1:pos:R:3
Ti 0.9799 -0.5540 0.3608
C 0.3940 -2.7503 -1.2111
C -0.1088 -3.1403 0.2291
N 0.1356 -2.1045 1.2426
C 0.8591 -2.3780 2.4973
C 1.8188 -1.2323 2.8115
C 2.3135 -0.8622 4.0540
C 3.2661 0.1533 4.1093
C 3.7496 0.7546 2.9437
C 3.2199 0.3355 1.7382
C 3.5514 0.8025 0.3317
N 2.3253 0.7050 -0.4814
C 2.4577 0.3765 -1.9098
C 1.9276 -1.0510 -2.1870
N 0.7272 -1.3284 -1.3873
N 2.2745 -0.6062 1.7233
H -0.3626 -3.0676 -1.9405
H 1.3116 -3.3122 -1.4030
H 0.4073 -4.0617 0.5163
H -1.1830 -3.3585 0.1759
H -0.7294 -1.6064 1.4808
H 1.4524 -3.2909 2.3657
H 0.1689 -2.5412 3.3343
H 1.9648 -1.3288 4.9615
H 3.6352 0.4906 5.0638
H 4.4969 1.5318 2.9925
H 4.2937 0.1094 -0.0860
H 3.9759 1.8162 0.3302
H 1.7851 1.5689 -0.3526
H 3.5032 0.4367 -2.2426
H 1.8782 1.1018 -2.4892
H 2.6871 -1.7816 -1.8903
H 1.7384 -1.1602 -3.2639
H -0.0739 -0.7702 -1.7234
C -0.4316 1.8607 -3.7131
C -1.6087 1.2111 -2.9817
C -1.9858 -0.1108 -3.6562
C -2.7958 2.1647 -3.0233
O -1.1837 0.9143 -1.6173
Si -1.8664 1.5462 -0.2551
S -0.4858 0.9136 1.2747
O -3.3379 1.0287 0.1103
C -4.1667 -0.1329 0.1650
C -3.3642 -1.3967 -0.1425
C -4.7398 -0.2291 1.5792
C -5.2808 0.0688 -0.8613
O -1.7942 3.1344 -0.3525
C -2.1809 4.1970 0.5362
C -1.5221 5.4593 -0.0145
C -1.6804 3.8989 1.9441
C -3.6998 4.3113 0.5267
H -0.7951 2.3213 -4.6273
H 0.3240 1.1282 -3.9933
H 0.0074 2.6392 -3.0916
H -2.2761 0.0844 -4.6850
H -2.8330 -0.5686 -3.1508
H -1.1476 -0.8085 -3.6757
H -3.1783 2.2344 -4.0378
H -2.4982 3.1538 -2.6907
H -3.5948 1.8184 -2.3791
H -2.6407 -1.5685 0.6549
H -2.8398 -1.3036 -1.0907
H -4.0381 -2.2471 -0.1922
H -3.9390 -0.3173 2.3110
H -5.3825 -1.1008 1.6551
H -5.3242 0.6555 1.8107
H -4.8757 0.1007 -1.8697
H -5.7887 1.0079 -0.6638
H -6.0074 -0.7351 -0.8064
H -0.4473 5.3178 -0.0960
H -1.7096 6.2968 0.6489
H -1.9198 5.6975 -0.9968
H -0.6068 3.7195 1.9388
H -2.1774 3.0160 2.3404
H -1.8888 4.7411 2.5946
H -4.0562 4.5458 -0.4722
H -4.0178 5.0938 1.2083
H -4.1388 3.3680 0.8384
C 6.2326 -3.7924 0.7347
N 4.8134 -3.6173 0.9477
C 4.2273 -4.4568 1.9674
C 4.1111 -2.7825 0.2037
O 2.8997 -2.5638 0.2660
H 6.7220 -3.9544 1.6919
H 6.6621 -2.9107 0.2654
H 6.4226 -4.6568 0.0956
H 4.5562 -5.4847 1.8218
H 3.1444 -4.4167 1.8933
H 4.5391 -4.1251 2.9595
H 4.7434 -2.2645 -0.5427
```

The gap between HOMO and LUMO (alpha / beta) comes out at 7.630 / 8.538 eV. The calculation puts the HOMO energy (alpha / beta) at -13.33 / -14.20 eV. The LUMO energy (alpha / beta) is -5.70 / -5.67 eV. For the molar mass, the calculation gives 606.8 g mol⁻¹. Its total charge is +2. As for the multiplicity: 2. As for the energy above the lowest of the compared OMol25 structures with the same formula, charge and spin: 1.734 eV.